No. 1
{"formula": "C20H19N5O3STi", "method": "wB97M-V/def2-TZVPD", "gap_ev": [6.545, 7.519], "total_charge": -1, "s_squared": 0.76, "spin_multiplicity": 2, "symbols": ["Ti", "N", "C", "S", "N", "N", "C", "C", "C", "C", "C", "C", "C", "O", "H", "H", "H", "H", "H", "H", "H", "C", "C", "O", "C", "C", "C", "N", "N", "C", "O", "C", "C", "C", "C", "C", "C", "H", "H", "H", "H", "H", "H", "H", "H", "H", "H", "H", "H"], "xyz": [[0.0583, -0.5294, 0.0349], [-1.4149, -3.6777, 2.7743], [-0.5638, -2.7691, 2.2550], [-1.2836, -1.1519, 2.0116], [0.7012, -2.9934, 2.0264], [1.3472, -1.9062, 1.3747], [2.5807, -1.9658, 1.4681], [3.5443, -1.0702, 0.7580], [4.9622, -1.1902, 1.0394], [5.9566, -0.3461, 0.5264], [5.5561, 0.5630, -0.4460], [4.1526, 0.7722, -0.7240], [3.1026, -0.0040, -0.1113], [1.8877, 0.2534, -0.2682], [-2.3258, -3.3062, 3.0270], [-1.0566, -4.5064, 3.2052], [3.1126, -2.7019, 2.0537], [5.1505, -2.0198, 1.8196], [7.0805, -0.4127, 0.8056], [6.2014, 1.3042, -0.8214], [3.8841, 1.3744, -1.5415], [-0.6268, -4.3474, -1.7107], [-0.9213, -2.9038, -1.3521], [0.0235, -2.0727, -1.0660], [-2.2432, -2.5124, -1.2878], [-2.6427, -1.1148, -1.1457], [-4.1788, -0.7958, -1.2157], [-1.8042, -0.1607, -0.9636], [-2.3233, 1.1323, -0.9197], [-1.4483, 1.8854, -0.2267], [-0.3551, 1.3919, 0.2811], [-1.6346, 3.3613, -0.1420], [-1.1323, 4.0803, 0.9643], [-1.0638, 5.4275, 0.9786], [-1.5989, 6.1771, -0.0248], [-2.1468, 5.5414, -1.1356], [-2.1271, 4.1650, -1.2061], [-0.2063, -4.9141, -0.8877], [0.0958, -4.2723, -2.4999], [-1.5856, -4.9224, -2.1260], [-3.0831, -3.1780, -1.4808], [-4.6988, -1.4450, -1.8652], [-4.2868, 0.2711, -1.5855], [-4.6124, -1.0508, -0.2648], [-0.8413, 3.5606, 1.8648], [-0.5749, 6.0264, 1.7995], [-1.5899, 7.2670, 0.0432], [-2.4747, 6.0347, -2.0377], [-2.5522, 3.6519, -2.0546]], "atomic_forces_ev_per_a": [[0.85, 0.07, 1.21], [-0.43, -0.18, 0.09], [0.91, 2.29, -0.52], [-0.07, -0.57, 0.00], [-0.77, -0.21, 0.07], [-2.89, -0.74, 0.19], [4.18, 1.21, -1.01], [1.24, 0.63, 0.24], [-1.51, -1.22, 1.36], [1.18, -0.86, 0.28], [-3.63, 0.35, 0.75], [1.80, -2.09, 0.93], [3.05, -0.86, 0.84], [-2.02, 0.48, -0.81], [0.52, -0.38, 0.00], [0.05, -0.20, 0.11], [-0.36, -0.56, 0.35], [0.25, 1.42, -1.31], [-2.21, -0.11, -0.35], [1.02, 0.48, -0.74], [-0.39, 1.16, -0.67], [-1.74, -0.39, -0.83], [-2.28, -0.24, 0.58], [0.44, -1.49, -0.99], [-0.16, 1.06, -0.29], [-1.87, -1.10, -0.51], [2.00, 1.22, -0.51], [0.25, 0.34, 0.22], [1.56, 1.77, 1.24], [-0.47, -1.66, -1.03], [-1.32, 1.53, -0.18], [0.11, 1.59, -0.02], [-0.15, -2.31, 0.06], [0.63, 2.39, 1.57], [-0.52, 1.04, -1.41], [0.39, -0.24, -0.08], [-0.03, -1.62, 0.89], [0.12, 0.04, 0.21], [0.55, -0.43, -0.54], [2.05, 1.42, 0.98], [0.50, -0.14, 0.00], [-0.24, -0.89, -1.19], [-0.18, -1.36, 1.00], [-0.12, 0.67, 0.78], [0.40, -0.39, -0.18], [-0.64, -1.13, -0.60], [0.09, -0.28, -0.13], [-0.24, 0.53, 0.20], [0.12, -0.04, -0.24]], "mulliken_charge": [0.6593, -0.4515, 0.7297, -0.6624, -1.1903, 1.0569, -0.6477, 0.7449, -0.4843, -0.5662, -0.4810, -0.7931, 0.5481, -0.4462, 0.1835, 0.2509, 0.2058, 0.1437, 0.2362, 0.3831, 0.3963, -1.2332, 0.9957, -0.7022, -1.1807, 1.1015, -1.4403, 0.7475, -1.0907, 0.4541, -0.5797, 0.1744, -0.1404, -0.4943, -0.2073, -0.6463, -0.3747, 0.2782, 0.3448, 0.2645, 0.1678, 0.4374, 0.3450, 0.2789, 0.3687, 0.2683, 0.3342, 0.3344, 0.3784]}



No. 2
{"formula": "C20H20AgN4STe", "method": "wB97M-V/def2-TZVPD", "gap_ev": 7.924, "total_charge": 1, "symbols": ["Ag", "C", "C", "N", "N", "C", "N", "S", "C", "C", "C", "C", "C", "N", "H", "H", "H", "H", "H", "H", "H", "H", "H", "H", "Te", "C", "C", "C", "C", "C", "C", "C", "C", "C", "C", "C", "C", "H", "H", "H", "H", "H", "H", "H", "H", "H", "H"], "xyz": [[0.5910, -0.6453, -1.6110], [-2.0238, 3.0946, -2.9630], [-1.4471, 1.7358, -2.7045], [-0.2162, 1.3946, -2.8216], [0.7669, 2.2081, -3.2194], [2.0289, 1.7403, -3.4430], [2.9309, 2.6399, -3.8642], [2.4932, 0.1560, -3.2523], [-2.3524, 0.6640, -2.2600], [-3.7028, 0.8961, -1.9895], [-4.5160, -0.1688, -1.6382], [-3.9654, -1.4378, -1.5644], [-2.6079, -1.5758, -1.8074], [-1.8193, -0.5634, -2.1330], [-1.3068, 3.7750, -3.4125], [-2.3694, 3.5334, -2.0278], [-2.8725, 3.0201, -3.6390], [0.5890, 3.1949, -3.4097], [2.7250, 3.6186, -3.9680], [3.8643, 2.3204, -4.0644], [-4.1227, 1.8867, -2.0417], [-5.5616, -0.0093, -1.4235], [-4.5660, -2.2989, -1.3234], [-2.1247, -2.5407, -1.7348], [0.6581, 0.4774, 0.9366], [2.5293, -0.1883, 1.7370], [3.2578, 0.6829, 2.5316], [4.4537, 0.2669, 3.0892], [4.9099, -1.0213, 2.8729], [4.1798, -1.8911, 2.0804], [2.9936, -1.4721, 1.5047], [-0.4847, -0.8304, 2.1809], [-1.2441, -0.2839, 3.2027], [-1.9375, -1.1166, 4.0647], [-1.8550, -2.4908, 3.9191], [-1.0998, -3.0341, 2.8939], [-0.4215, -2.2041, 2.0193], [2.8947, 1.6857, 2.7085], [5.0280, 0.9471, 3.6989], [5.8348, -1.3469, 3.3215], [4.5362, -2.8952, 1.9079], [2.4375, -2.1484, 0.8682], [-1.2953, 0.7889, 3.3250], [-2.5331, -0.6933, 4.8581], [-2.3772, -3.1365, 4.6077], [-1.0368, -4.1052, 2.7778], [0.1568, -2.6294, 1.2095]], "atomic_forces_ev_per_a": [[0.06, 0.32, -0.07], [0.18, -0.07, -0.05], [0.95, 0.55, -0.22], [-0.61, -0.37, 0.18], [0.08, 1.30, -0.29], [0.10, -0.23, 0.00], [-0.30, 0.17, 0.03], [0.00, -0.61, 0.22], [-0.48, -0.69, 0.31], [0.36, -0.02, -0.10], [0.16, -0.26, 0.05], [-0.09, 0.22, -0.05], [-0.06, -0.07, 0.07], [0.08, 0.11, 0.01], [0.01, 0.08, -0.02], [-0.04, 0.07, 0.03], [-0.06, 0.02, -0.03], [-0.06, -0.35, 0.08], [-0.02, 0.04, -0.06], [-0.07, -0.01, 0.07], [0.01, 0.12, -0.08], [-0.08, 0.02, -0.01], [-0.05, -0.10, 0.06], [-0.04, -0.10, 0.03], [0.28, -0.78, 0.37], [-0.36, 0.29, -0.17], [-0.17, 0.21, -0.09], [0.10, 0.00, 0.09], [0.02, 0.00, 0.02], [0.03, -0.04, 0.03], [-0.16, -0.14, -0.25], [0.15, 0.38, -0.26], [-0.02, 0.22, -0.06], [-0.04, -0.04, 0.08], [-0.04, 0.03, 0.06], [0.01, -0.08, 0.02], [0.10, -0.09, -0.28], [0.01, 0.05, 0.06], [0.03, 0.08, 0.07], [0.12, -0.04, 0.04], [0.02, -0.09, -0.04], [0.01, -0.02, 0.00], [-0.01, 0.05, 0.06], [-0.05, 0.07, 0.09], [-0.07, -0.07, 0.05], [0.01, -0.10, -0.03], [0.01, -0.05, 0.00]], "mulliken_charge": [0.4150, -1.4926, 0.2906, -0.0716, -0.1550, 0.5450, -0.3692, -0.4217, 0.8342, -0.4930, -0.5670, -0.5541, -0.2202, -0.2219, 0.3740, 0.3534, 0.3626, 0.2314, 0.1881, 0.2131, 0.3349, 0.4456, 0.4162, 0.4029, 0.3751, 0.4145, -0.4070, -0.5328, -0.4293, -0.6963, -0.1685, 0.3206, -0.4024, -0.5413, -0.4120, -0.7487, -0.1682, 0.3680, 0.3791, 0.3971, 0.3807, 0.2163, 0.3832, 0.3900, 0.4038, 0.3953, 0.2422]}



No. 3
{"formula": "C20H20BF6IN6O2S4SbSn", "method": "wB97M-V/def2-TZVPD", "gap_ev": [6.341, 4.871], "total_charge": 2, "s_squared": 0.77, "spin_multiplicity": 2, "de_lowest_ev": 0.279, "symbols": ["Sn", "C", "N", "C", "C", "N", "B", "N", "C", "C", "N", "C", "C", "S", "C", "S", "H", "H", "H", "H", "H", "H", "H", "H", "H", "H", "H", "H", "F", "Sb", "F", "F", "F", "F", "F", "O", "S", "O", "N", "C", "S", "C", "C", "C", "C", "C", "C", "H", "H", "H", "H", "I", "C", "C", "C", "C", "N", "C", "H", "H", "H", "H"], "xyz": [[0.5765, 0.1947, -0.3693], [2.3585, -4.3685, 2.3093], [0.9757, -4.4484, 1.8188], [0.0140, -5.2419, 2.2852], [-1.1406, -4.9732, 1.5372], [-0.8610, -4.0179, 0.6529], [-1.9200, -3.4215, -0.3910], [-1.1790, -3.3077, -1.7553], [-0.7943, -4.3828, -2.5107], [-0.1888, -3.9164, -3.6333], [-0.2079, -2.5515, -3.5556], [0.3315, -1.6501, -4.5761], [-0.8133, -2.1920, -2.4072], [-1.1387, -0.5417, -1.9634], [0.4500, -3.6546, 0.8123], [1.3898, -2.5773, -0.0280], [2.5250, -5.2029, 2.9831], [2.5060, -3.4247, 2.8278], [3.0428, -4.4264, 1.4670], [0.1711, -5.9448, 3.0873], [-2.1094, -5.4425, 1.5888], [-2.8009, -4.2247, -0.4607], [-2.2631, -2.3476, -0.0066], [-1.0066, -5.3941, -2.2090], [0.2241, -4.4351, -4.4809], [0.3257, -2.1726, -5.5279], [1.3504, -1.3648, -4.3227], [-0.2921, -0.7644, -4.6465], [1.6957, -0.4378, 1.8699], [3.5254, 0.1835, 1.5415], [2.7738, -0.2554, -0.3041], [2.6481, 1.8248, 1.2522], [5.0842, 0.8280, 0.7939], [3.8141, 0.5580, 3.3284], [4.0874, -1.5901, 1.6303], [-3.2063, 3.5118, -1.7569], [-2.2211, 3.5672, -0.7343], [-2.5714, 3.3643, 0.6393], [-1.0112, 2.4275, -1.0973], [0.1030, 3.0179, -1.3128], [1.5380, 2.0481, -1.5964], [0.1256, 4.4884, -1.2230], [1.1823, 5.3671, -1.3858], [0.9189, 6.7248, -1.2510], [-0.3624, 7.1791, -0.9575], [-1.4241, 6.2949, -0.7802], [-1.1451, 4.9546, -0.9165], [2.1797, 5.0112, -1.6103], [1.7204, 7.4391, -1.3777], [-0.5397, 8.2418, -0.8622], [-2.4189, 6.6504, -0.5484], [-0.3539, 3.9273, 4.2259], [-0.9717, 2.2826, 3.1324], [-2.1353, 1.5864, 3.4385], [-2.5158, 0.5187, 2.6440], [-1.7306, 0.1613, 1.5697], [-0.6041, 0.8344, 1.2905], [-0.2219, 1.8796, 2.0458], [-2.7459, 1.8864, 4.2796], [-3.4272, -0.0272, 2.8419], [-2.0030, -0.6432, 0.9012], [0.6874, 2.3902, 1.7645]], "atomic_forces_ev_per_a": [[-0.11, 0.25, -0.46], [-0.02, -0.02, -0.01], [0.03, 0.00, 0.00], [-0.01, -0.03, 0.01], [0.03, -0.05, -0.05], [-0.09, 0.19, 0.08], [0.15, -0.08, 0.01], [-0.14, 0.10, -0.03], [-0.02, -0.01, 0.00], [0.00, -0.02, -0.01], [0.01, 0.08, -0.05], [0.01, 0.01, 0.00], [0.09, -0.03, 0.17], [-0.03, -0.17, 0.08], [0.02, -0.09, -0.05], [0.00, 0.01, 0.03], [0.00, 0.00, 0.01], [0.00, 0.01, 0.00], [-0.01, -0.01, 0.01], [-0.01, 0.01, -0.01], [0.00, 0.01, 0.01], [0.00, -0.02, 0.01], [0.00, 0.04, -0.01], [0.00, 0.02, -0.01], [0.00, 0.01, 0.00], [0.00, 0.00, 0.00], [0.01, 0.00, 0.01], [0.00, -0.01, 0.00], [-0.01, 0.05, -0.02], [-0.02, 0.01, 0.18], [-0.05, 0.15, -0.07], [0.01, 0.10, -0.04], [0.00, -0.13, -0.06], [0.03, -0.09, -0.01], [-0.02, -0.01, -0.02], [-0.07, 0.01, 0.01], [-0.01, -0.10, -0.04], [0.00, -0.02, 0.03], [-0.15, -0.29, 0.10], [0.16, -0.01, -0.03], [0.11, 0.11, 0.30], [0.06, -0.01, -0.12], [-0.01, -0.02, -0.02], [0.00, 0.01, 0.00], [0.02, 0.05, 0.00], [-0.02, -0.03, 0.00], [0.00, 0.06, 0.01], [0.00, 0.01, 0.00], [0.00, 0.00, 0.00], [0.00, 0.00, 0.00], [0.01, -0.01, 0.00], [-0.02, -0.02, -0.01], [0.00, 0.02, -0.03], [0.03, 0.07, 0.03], [-0.02, -0.05, -0.08], [-0.12, 0.07, 0.00], [0.18, -0.08, 0.14], [-0.05, -0.01, -0.02], [0.01, 0.00, 0.00], [0.01, 0.00, 0.00], [0.00, -0.03, 0.01], [0.01, -0.02, 0.01]], "mulliken_charge": [1.8650, -0.7950, 0.1112, -0.2244, -0.4188, 0.3559, 0.1006, 0.4097, -0.5037, -0.4965, 0.3058, -0.8137, -0.2932, -0.2842, -0.0118, -0.1953, 0.3309, 0.3187, 0.3497, 0.4813, 0.5290, -0.1116, -0.1402, 0.5165, 0.5085, 0.3418, 0.3006, 0.3599, -0.7466, 2.4798, -0.9226, -0.5643, -0.4825, -0.5029, -0.5038, -0.6207, 1.0276, -0.5220, -0.4721, 0.9778, -0.4296, 0.5667, -0.7869, -0.6609, -0.5469, -0.6782, 0.0191, 0.4466, 0.4336, 0.4272, 0.4947, 0.1730, -0.8797, -0.1452, -1.0515, 0.0993, 0.5636, 0.0503, 0.4737, 0.5245, 0.2898, 0.5723]}



No. 4
{"formula": "C20H20BrF3N2O6S2", "method": "wB97M-V/def2-TZVPD", "gap_ev": 8.087, "smiles": "CS(=O)(=O)c1c(COC(F)(F)F)cc2c(c1CCCBr)C(=O)C=C(N=C=S)C2=O.CNC(C)=O", "symbols": ["C", "S", "O", "O", "C", "C", "C", "O", "C", "F", "F", "F", "C", "C", "C", "C", "C", "C", "C", "Br", "C", "O", "C", "C", "N", "C", "S", "C", "O", "H", "H", "H", "H", "H", "H", "H", "H", "H", "H", "H", "H", "H", "C", "C", "O", "N", "C", "H", "H", "H", "H", "H", "H", "H"], "xyz": [[-4.1307, 0.7507, 2.4294], [-2.8554, -0.4920, 2.1173], [-3.3780, -1.3331, 1.0601], [-2.6626, -1.2853, 3.3043], [-1.3637, 0.2550, 1.4615], [-1.4699, 0.8932, 0.2270], [-2.7643, 1.0236, -0.5699], [-2.5427, 0.4624, -1.8783], [-2.9407, 1.2610, -2.8884], [-4.2355, 1.5835, -2.7552], [-2.7746, 0.5956, -4.0305], [-2.2119, 2.3819, -3.0050], [-0.3733, 1.4869, -0.3479], [0.8264, 1.4151, 0.2947], [0.9844, 0.7893, 1.5297], [-0.1339, 0.2198, 2.1246], [0.0100, -0.4355, 3.4952], [0.4716, -1.9123, 3.4521], [-0.1816, -2.7814, 2.3541], [1.1466, -3.4350, 1.0396], [2.3730, 0.7830, 2.1110], [2.8070, -0.0221, 2.9058], [3.3224, 1.8518, 1.6258], [3.1689, 2.4354, 0.4495], [4.1017, 3.4367, -0.0487], [4.7847, 2.9396, -0.9412], [5.4501, 2.3025, -2.1979], [2.0034, 2.0760, -0.4202], [1.9345, 2.2914, -1.6071], [-3.8971, 1.6618, 1.8666], [-5.0721, 0.3224, 2.0826], [-4.1405, 0.9994, 3.4927], [-3.6465, 0.6324, -0.0733], [-2.9329, 2.1047, -0.6933], [-0.4460, 1.9883, -1.3067], [-0.8715, -0.2836, 4.1187], [0.8096, 0.1133, 4.0081], [1.5534, -1.9506, 3.3003], [0.3038, -2.3899, 4.4246], [-0.9446, -2.2832, 1.7670], [-0.5590, -3.6905, 2.8207], [4.1673, 2.1582, 2.2379], [2.8638, -1.4412, -2.9892], [1.5602, -1.1326, -2.2963], [1.5196, -0.6298, -1.1832], [0.4089, -1.4306, -2.9478], [0.2455, -2.0242, -4.2609], [3.6848, -1.1461, -2.3416], [2.9448, -2.5108, -3.1875], [2.9395, -0.8827, -3.9232], [-0.4212, -1.1968, -2.4230], [-0.3220, -1.3388, -4.8930], [-0.3159, -2.9549, -4.1632], [1.2021, -2.2318, -4.7284]], "atomic_forces_ev_per_a": [[0.87, 0.64, 0.04], [-1.38, -2.60, -0.24], [0.10, 0.81, -0.76], [0.48, 1.18, 0.71], [-0.01, 0.66, 0.11], [-1.24, -0.13, -0.44], [0.45, 1.12, 0.28], [-0.09, 0.04, 0.16], [0.12, -0.83, -0.26], [0.12, 0.39, -0.21], [-0.17, -0.11, 0.08], [-0.30, 0.22, 0.34], [-0.23, -0.01, -0.11], [1.55, 0.66, 0.01], [0.16, 0.32, -0.56], [-0.14, -0.93, 1.52], [0.76, 0.42, 0.33], [-0.03, -0.19, -0.46], [0.48, -0.29, 0.56], [-0.25, 0.19, 0.19], [0.69, 0.18, -0.02], [-0.39, 0.23, -0.10], [-0.40, 0.12, 0.27], [-0.11, 0.79, -0.36], [0.17, -1.57, -0.23], [-0.69, 0.46, -0.58], [0.34, 0.23, 0.42], [-0.77, -0.39, -0.11], [0.43, 0.35, 0.53], [-0.12, -0.18, 0.08], [0.21, -0.11, 0.13], [-0.03, -0.18, -0.14], [0.14, -0.46, -0.53], [0.02, -0.21, 0.04], [0.06, -0.10, 0.09], [0.01, -0.26, -0.38], [-0.16, -0.15, -0.06], [-0.22, 0.22, 0.03], [-0.19, 0.23, -0.13], [0.06, -0.24, 0.05], [-0.24, 0.14, -0.38], [-0.14, -0.48, 0.11], [0.04, 0.04, 0.05], [-0.17, -0.01, 0.00], [0.21, -0.16, 0.04], [0.32, 0.04, 0.02], [-0.38, 0.13, 0.29], [-0.08, 0.02, 0.06], [0.01, 0.03, -0.12], [0.01, -0.12, -0.06], [-0.04, -0.03, -0.03], [0.06, -0.10, -0.15], [0.07, -0.05, -0.17], [0.02, 0.03, 0.06]], "mulliken_charge": [-1.1336, 1.7539, -0.7265, -0.6907, 0.8020, 0.4401, -1.4120, -0.3487, 0.8471, -0.2634, -0.2734, -0.2511, -1.2873, 0.2025, -0.1110, 0.2109, -1.7606, -0.8864, -0.0706, -0.2216, 0.8132, -0.5737, -0.8295, -0.0452, -0.6187, 0.5356, -0.3264, 0.9626, -0.6076, 0.3770, 0.4233, 0.3559, 0.5680, 0.4599, 0.6366, 0.5879, 0.6376, 0.4454, 0.4382, 0.0116, 0.3820, 0.4766, -1.5995, 0.8409, -0.3820, 0.0703, -1.0178, 0.2982, 0.4238, 0.3859, 0.0411, 0.2845, 0.3358, 0.3889]}